The following is a DFT calculation (wB97M-V/def2-TZVPD) of C5H11N in the gas phase.

Summary:
Energy above the lowest of the compared OMol25 structures with the same formula, charge and spin: 1.435 eV
Frontier orbital gap: 0.3765 Ha
Lowest unoccupied orbital energy: 1.12 eV
E_tot: -251.80979 Ha
SMILES: C[C@@H]1[C@H](C)[C@H]1N
Net charge: 0

Element x y z (Å)
C  -1.874  0.488  0.635
C  -0.747  0.408  -0.359
C  0.169  -0.723  -0.438
C  0.060  -1.998  0.410
C  0.717  0.548  0.104
N  1.644  1.360  -0.650
H  -2.098  1.544  0.911
H  -1.524  -0.089  1.531
H  -2.801  0.040  0.395
H  -0.795  0.891  -1.309
H  0.513  -0.919  -1.449
H  -0.944  -2.467  0.189
H  0.955  -2.656  0.057
H  0.184  -1.870  1.559
H  0.776  0.480  1.243
H  2.540  0.880  -0.562
H  1.735  2.301  -0.120